one.
Computed, not measured: an isolated molecule of C5H10N2S, with ωB97M-V/def2-TZVPD.

* total charge: 0
* HOMO: -8.506 eV
* structure (SMILES): C=C[C@@H](C)N(N)C=S

Geometry as XYZ:
```
18
C5H10N2S ωB97M-V/def2-TZVPD
C 1.344 -0.541 0.158
C 0.010 -0.353 -0.667
C -0.062 1.133 -1.507
C 1.011 2.013 -1.283
C -1.340 0.211 1.205
H 1.341 -1.513 0.828
H 2.190 -0.706 -0.487
H 1.685 0.409 0.779
H 0.004 -0.999 -1.646
H -1.045 1.442 -1.580
H 2.010 1.695 -1.070
H 0.748 2.901 -1.828
H -0.555 -2.109 1.750
H -2.097 -2.174 0.888
H -1.254 1.262 0.636
N -1.065 -0.656 0.231
N -1.083 -2.109 0.725
S -1.842 0.094 2.866
```

two.
Computed, not measured: an isolated molecule of C5H10N2S, with ωB97M-V/def2-TZVPD.

* total charge: 0
* HOMO: -8.997 eV
* structure (SMILES): S[C@H]1CNC[C@H]2N[C@@H]12

Geometry as XYZ:
```
18
C5H10N2S ωB97M-V/def2-TZVPD
C -0.749 0.638 0.227
C 0.014 0.447 1.536
C 2.090 0.023 0.478
C 1.458 0.468 -0.819
C 0.103 0.731 -0.926
H -1.723 -0.877 -1.604
H -1.003 1.691 0.294
H -0.653 0.385 2.524
H 0.702 1.371 1.660
H 0.521 -1.324 0.628
H 2.462 1.061 0.797
H 2.705 -0.844 0.515
H 2.475 1.083 -1.158
H 0.336 -1.219 -1.306
H -0.175 1.551 -1.534
N 0.991 -0.618 1.319
N 0.624 -0.356 -1.638
S -2.153 -0.618 -0.098
```

three.
Computed, not measured: an isolated molecule of C5H10N2S, with ωB97M-V/def2-TZVPD.

* total charge: 0
* HOMO: -8.848 eV
* structure (SMILES): [H]/N=C(N)/C=C\[C@@H](C)S

Geometry as XYZ:
```
18
C5H10N2S ωB97M-V/def2-TZVPD
C -1.756 1.262 0.504
C -1.068 0.721 -0.798
C -0.635 -0.734 -0.841
C 0.241 -1.478 -0.143
C 1.303 -1.089 0.828
H -2.951 0.695 0.457
H -1.849 2.368 0.598
H -1.003 0.782 1.401
H -1.895 0.836 -1.451
H 0.984 0.859 -2.493
H -1.422 -1.276 -1.466
H -0.039 -2.528 -0.253
H 2.803 0.599 0.837
H 1.184 0.915 -0.009
H 2.472 -1.843 2.183
N 1.752 0.192 0.646
N 1.756 -2.097 1.532
S 0.125 1.816 -1.533
```

four.
Computed, not measured: an isolated molecule of C5H10N2S, with ωB97M-V/def2-TZVPD.

* total charge: 0
* HOMO: -8.706 eV
* structure (SMILES): C=NN[C@@H]1C[C@@]1(C)S

Geometry as XYZ:
```
18
C5H10N2S ωB97M-V/def2-TZVPD
C 1.195 1.753 0.139
C 1.020 0.189 0.199
C 0.233 -0.507 1.345
C -0.305 -0.520 -0.061
C -3.714 -0.148 -0.258
H 2.036 1.976 0.870
H 1.452 2.108 -0.875
H 0.225 2.334 0.408
H 2.370 -0.485 -1.704
H 0.669 -1.434 1.765
H -0.319 0.232 1.994
H -0.080 -1.495 -0.410
H -1.503 0.273 -1.631
H -4.605 -0.152 0.541
H -3.910 -0.029 -1.440
N -1.475 0.159 -0.567
N -2.534 -0.047 0.250
S 2.572 -0.544 -0.343
```

So which one wins? Going from most stable to least: four, three, two, one.

one.
Computed, not measured: an isolated molecule of C5H10N2S, with ωB97M-V/def2-TZVPD.

* total charge: 0
* HOMO: -8.498 eV
* structure (SMILES): [H]/N=C(/NC(=C)C)SC

Geometry as XYZ:
```
18
C5H10N2S ωB97M-V/def2-TZVPD
C 2.109 -1.372 -0.703
C 1.174 1.085 0.053
C -1.143 0.150 0.275
C -2.456 0.027 -0.400
C -0.998 -0.538 1.422
H 2.626 -1.203 -1.829
H 2.615 -2.433 -0.361
H 0.852 -1.601 -0.774
H 2.419 2.383 0.298
H -0.249 1.933 -0.388
H -3.213 -0.394 0.238
H -3.094 0.865 -0.828
H -2.207 -0.688 -1.230
H -0.184 -0.409 2.018
H -2.009 -1.006 1.751
N 1.471 2.388 0.094
N -0.121 0.929 -0.233
S 2.410 -0.115 0.595
```

two.
Computed, not measured: a structure of composition C5H10N2S, with ωB97M-V/def2-TZVPD.

* total charge: 0
* HOMO: -9.180 eV

Geometry as XYZ:
```
18
C5H10N2S ωB97M-V/def2-TZVPD
C -1.047 0.094 -0.123
C 0.948 1.359 0.200
C 1.072 -0.787 -1.143
C 0.660 -0.823 1.318
C 0.479 -0.100 0.086
N -1.739 0.540 -1.088
N -2.955 0.582 -0.436
S -2.313 -0.180 1.021
H 2.017 1.305 0.380
H 0.670 1.940 -0.600
H 0.536 1.727 1.067
H 2.039 -1.057 -1.083
H 0.636 -1.781 -1.516
H 0.848 -0.171 -1.968
H 1.705 -1.075 1.349
H 0.271 -0.165 2.143
H -0.013 -1.625 1.292
H -3.818 0.217 -0.900
```

three.
Computed, not measured: a structure of composition C5H10N2S, with ωB97M-V/def2-TZVPD.

* total charge: 0
* HOMO: -8.373 eV

Geometry as XYZ:
```
18
C5H10N2S ωB97M-V/def2-TZVPD
C 1.538 1.675 -0.170
C 1.671 0.101 0.320
C 0.383 -1.680 -0.030
C 0.265 -0.526 0.900
C -3.378 0.050 -0.367
H 2.558 1.860 -0.524
H 0.704 2.008 -0.994
H 1.488 2.430 0.771
H 2.432 0.086 1.170
H 2.066 -0.915 -1.721
H 0.355 -2.816 0.435
H -0.718 -1.424 -0.781
H 0.000 -0.399 2.049
H -4.352 -0.545 -0.278
H -3.452 1.082 -0.768
N 1.745 -1.189 -0.518
N -2.348 -0.470 0.334
S -0.959 0.673 0.173
```

So which one wins? Going from most stable to least: two, one, three.

one.
Computed, not measured: an isolated molecule of C2H2N4O, with ωB97M-V/def2-TZVPD.

* total charge: 0
* HOMO: -9.518 eV
* structure (SMILES): N#Cn1onc1N

Geometry as XYZ:
```
9
C2H2N4O ωB97M-V/def2-TZVPD
C 1.685 -0.997 0.115
C -0.409 0.576 0.054
N 2.106 -2.043 -0.091
N 0.010 1.807 -0.026
N 1.077 0.146 0.399
N -1.563 -0.095 -0.115
O 1.352 1.500 0.048
H -2.464 0.201 -0.506
H -1.794 -1.095 0.121
```

two.
Computed, not measured: a cluster of 2 separate species, C2H2N4O in total, with ωB97M-V/def2-TZVPD.

* total charge: 0
* HOMO: -10.244 eV
* structure (SMILES): N#CN=O.N#CN

Geometry as XYZ:
```
9
C2H2N4O ωB97M-V/def2-TZVPD
C 0.147 -1.736 0.344
C -0.318 1.316 -0.510
N 0.106 -1.112 1.330
N -0.308 0.933 -1.613
N 0.147 -2.581 -0.732
N 0.004 1.813 0.630
O 0.857 -2.453 -1.675
H -0.577 2.665 0.827
H -0.058 1.154 1.399
```

three.
Computed, not measured: an isolated molecule of C2H2N4O, with ωB97M-V/def2-TZVPD.

* total charge: 0
* HOMO: -9.200 eV
* structure (SMILES): Oc1ncnnn1

Geometry as XYZ:
```
9
C2H2N4O ωB97M-V/def2-TZVPD
C 0.429 -0.351 -0.605
C -1.377 -0.071 0.770
H 2.195 -0.778 -1.231
H -2.188 -0.712 1.250
N -0.738 -0.765 -0.097
N -0.764 1.155 1.064
N 0.226 1.658 0.403
N 0.938 0.921 -0.382
O 1.278 -1.057 -1.172
```

So which one wins? Going from most stable to least: three, two, one.

one.
Computed, not measured: an isolated molecule of C4H6N2O2, with ωB97M-V/def2-TZVPD.

* total charge: 0
* HOMO: -9.396 eV
* structure (SMILES): O=C(O)[C@H]1C=NCN1

Geometry as XYZ:
```
14
C4H6N2O2 ωB97M-V/def2-TZVPD
C -1.205 0.353 0.749
C -0.289 -1.775 -0.406
C 0.787 1.352 0.683
C -0.613 -0.139 -0.523
N -0.456 1.104 1.419
N 0.671 0.659 -0.609
O 1.004 -2.064 -0.512
O -1.195 -2.517 -0.267
H -2.119 0.014 1.227
H 0.947 2.463 0.534
H 1.435 0.732 1.371
H -1.366 -0.091 -1.427
H 0.967 1.133 -1.471
H 1.433 -1.223 -0.768
```

two.
Computed, not measured: an isolated molecule of C4H6N2O2, with ωB97M-V/def2-TZVPD.

* total charge: 0
* HOMO: -9.969 eV
* structure (SMILES): OCC1=NN=C[C@@H]1O

Geometry as XYZ:
```
14
C4H6N2O2 ωB97M-V/def2-TZVPD
C -1.171 0.961 0.920
C 0.017 0.498 0.040
C 1.579 -0.706 -1.069
C 0.241 -0.930 -0.483
H -0.483 0.556 2.642
H -2.140 0.794 0.411
H -1.082 2.052 1.104
H 2.105 -1.466 -1.673
H 0.353 -1.570 0.411
H -0.605 -0.717 -2.219
N 1.119 1.168 0.006
N 2.052 0.411 -0.736
O -1.267 0.280 2.125
O -0.718 -1.331 -1.479
```

So which one wins? Going from most stable to least: one, two.

one.
Computed, not measured: an isolated molecule of C4H6N2O2, with ωB97M-V/def2-TZVPD.

* total charge: 0
* HOMO: -9.633 eV
* structure (SMILES): O=C/C(=N\O)[C@H]1CN1

Geometry as XYZ:
```
14
C4H6N2O2 ωB97M-V/def2-TZVPD
C -0.254 0.041 0.105
C -1.588 -0.825 0.121
C 0.992 -0.686 -0.207
C 2.240 0.190 -0.593
H -1.137 2.921 -0.021
H -2.634 -0.416 0.501
H 0.722 -1.521 -1.058
H 1.851 1.369 -1.080
H 2.808 -0.610 -1.070
H 2.690 -0.970 1.265
N -0.192 1.253 0.069
N 1.959 -0.281 0.854
O -1.425 2.058 -0.030
O -1.701 -2.046 -0.164
```

two.
Computed, not measured: an isolated molecule of C4H6N2O2, with ωB97M-V/def2-TZVPD.

* total charge: 0
* HOMO: -8.967 eV
* structure (SMILES): [H]/N=C/N/C=C\OC=O

Geometry as XYZ:
```
14
C4H6N2O2 ωB97M-V/def2-TZVPD
C -2.330 -0.587 0.213
C -0.363 1.009 -0.125
C 0.927 1.342 -0.145
C 2.266 -0.566 0.153
H -4.164 -0.427 0.542
H -2.412 -1.689 0.466
H -0.361 -1.056 0.386
H -1.220 1.882 -0.399
H 1.185 2.291 0.143
H 3.381 -0.957 0.205
N -3.318 0.183 -0.036
N -0.920 -0.241 -0.221
O 2.250 0.690 0.265
O 1.532 -1.544 -0.280
```

three.
Computed, not measured: a cluster of 2 separate species, C4H6N2O2 in total, with ωB97M-V/def2-TZVPD.

* total charge: 0
* HOMO: -7.528 eV

Geometry as XYZ:
```
14
C4H6N2O2 ωB97M-V/def2-TZVPD
C -1.584 -0.245 -0.265
C -0.584 1.726 -2.105
C 0.413 -1.245 -0.114
C -0.810 0.885 -0.053
N -0.932 -1.366 -0.267
N 0.653 0.239 0.163
O 0.537 1.987 -2.095
O -1.686 1.740 -2.453
H -2.626 -0.236 -0.227
H 0.678 -1.714 0.762
H 0.995 -1.412 -1.010
H -0.921 1.708 0.576
H 1.069 0.361 1.090
H 1.432 0.680 -0.378
```

So which one wins? Going from most stable to least: three, two, one.

one.
Computed, not measured: an isolated molecule of C4H6N2O2, with ωB97M-V/def2-TZVPD.

* total charge: 0
* HOMO: -8.348 eV
* structure (SMILES): [H]/N=C1\COC(=C)N1O

Geometry as XYZ:
```
14
C4H6N2O2 ωB97M-V/def2-TZVPD
C -1.188 -0.010 -0.118
C -2.324 -0.649 -0.037
C 0.450 1.543 0.119
C 1.143 0.125 -0.101
H 1.246 -2.060 -0.144
H -3.292 0.037 0.049
H -2.553 -1.793 0.414
H 0.653 1.893 1.142
H 0.995 2.347 -0.634
H 3.237 0.143 -0.236
N 0.117 -0.627 -0.244
N 2.322 -0.487 -0.009
O 0.106 -1.834 -0.001
O -0.912 1.374 -0.199
```

two.
Computed, not measured: an isolated molecule of C4H6N2O2, with ωB97M-V/def2-TZVPD.

* total charge: 0
* HOMO: -8.461 eV
* structure (SMILES): O=C(O)[C@@H]1CC=NN1

Geometry as XYZ:
```
14
C4H6N2O2 ωB97M-V/def2-TZVPD
C -0.256 -0.557 1.232
C -0.353 -0.553 -0.174
C 0.771 -0.116 -1.188
C 0.312 1.312 -1.206
H 0.777 -0.947 2.636
H -0.836 -1.496 -0.419
H 0.938 -0.854 -1.946
H 1.612 -0.237 -0.700
H 0.940 2.014 -1.939
H -1.634 0.508 0.804
N -0.787 1.641 -0.508
N -1.389 0.463 -0.278
O 0.704 -1.408 1.630
O -0.799 0.231 2.057
```

three.
Computed, not measured: an isolated molecule of C4H6N2O2, with ωB97M-V/def2-TZVPD.

* total charge: 0
* HOMO: -9.085 eV
* structure (SMILES): C1=NOC2(CNC2)O1

Geometry as XYZ:
```
14
C4H6N2O2 ωB97M-V/def2-TZVPD
C 1.231 -0.127 -1.009
C 1.240 0.370 0.998
C 0.120 0.066 -0.025
C -1.881 -0.687 0.099
H 1.185 -0.950 -1.720
H 1.388 0.895 -1.522
H 3.029 0.197 -0.020
H 1.277 -0.095 1.995
H 1.476 1.484 0.985
H -2.644 -1.349 0.357
N 2.190 -0.341 0.031
N -2.064 0.573 -0.106
O -0.555 -1.059 0.184
O -0.801 1.117 -0.175
```

four.
Computed, not measured: a structure of composition C4H6N2O2, with ωB97M-V/def2-TZVPD.

* total charge: 0
* HOMO: -10.064 eV

Geometry as XYZ:
```
14
C4H6N2O2 ωB97M-V/def2-TZVPD
C -1.280 -0.535 0.800
C -0.800 -0.170 -0.654
C 1.516 -1.150 -0.245
C 0.575 1.739 -0.194
H -2.745 -0.220 0.501
H -0.579 0.453 1.618
H -0.773 -1.777 1.053
H -1.629 -0.267 -1.264
H 1.553 -2.436 0.162
H 0.605 3.006 -0.076
N 2.131 -0.243 0.201
N 1.721 1.196 -0.025
O 0.370 -0.783 -1.291
O -0.665 1.187 -0.587
```

So which one wins? Going from most stable to least: three, two, one, four.